(1)
Here is 9 unconnected molecules or ions with the total composition C18H54O18 from the OMol25 dataset. Energies are from ωB97M-V/def2-TZVPD.

The total charge is 0. The max |F| comes out at 3.194 eV Å⁻¹. The energy above the lowest of the compared OMol25 structures with the same formula, charge and spin comes out at 247.4 kJ/mol. The calculation puts the LUMO energy at 0.008 hartree. As for the HOMO-LUMO gap: 9.995 eV.

The geometry in XYZ format:
```
90
Properties=species:S:1:pos:R:3:lowdin_charge:R:1
C 0.55600 4.82325 2.45323 -0.241
C 0.99176 3.73729 1.48305 -0.248
O 1.80891 4.39199 0.51345 -0.075
O -0.20316 5.81951 1.78683 -0.070
H 1.49823 5.26600 2.79631 0.120
H 0.00784 4.51289 3.33831 0.115
H 0.18040 3.19391 0.99146 0.104
H 1.62461 3.00828 2.00792 0.117
H 1.82831 3.80893 -0.25722 0.056
H 0.36267 6.21896 1.11784 0.081
C -0.15977 -5.23784 -2.82530 -0.263
C -0.68062 -6.51186 -2.16321 -0.245
O 0.26982 -7.43668 -1.66360 -0.063
O 0.66794 -5.27079 -3.95578 -0.041
H 0.39682 -4.67294 -2.07583 0.094
H -1.09483 -4.68310 -2.96735 0.114
H -1.29582 -7.11752 -2.84777 0.117
H -1.41262 -6.19693 -1.41924 0.118
H 0.83517 -7.77568 -2.35893 0.082
H 0.70194 -6.11583 -4.41030 0.085
C 4.87612 2.52716 0.33160 -0.212
C 3.95383 1.52293 -0.39796 -0.226
O 4.34321 0.17694 -0.08257 -0.073
O 6.00430 2.79416 -0.52121 -0.079
H 5.13032 2.16752 1.33160 0.120
H 4.43197 3.51982 0.42801 0.108
H 3.91817 1.71842 -1.46994 0.120
H 2.94092 1.59650 0.00792 0.092
H 5.22589 0.04846 -0.44985 0.073
H 6.43891 1.95923 -0.72741 0.070
C -3.26217 3.30477 -0.11541 -0.237
C -4.20497 4.17378 -0.93964 -0.202
O -4.75925 3.32601 -2.00681 -0.107
O -4.09791 2.74568 0.89107 -0.061
H -2.48929 4.03982 0.15730 0.111
H -2.65010 2.54344 -0.59828 0.112
H -3.83662 4.99579 -1.56383 0.108
H -5.03937 4.55340 -0.34998 0.116
H -5.48722 3.81456 -2.40368 0.069
H -3.85981 3.09832 1.75370 0.088
C -3.99693 -2.00969 1.52574 -0.212
C -4.90644 -1.19563 2.38883 -0.235
O -5.44940 -2.09875 3.35164 -0.060
O -2.77184 -2.32825 2.21028 -0.085
H -3.81983 -1.49634 0.57624 0.124
H -4.47828 -2.94392 1.23398 0.128
H -5.65520 -0.81143 1.68250 0.124
H -4.44815 -0.34767 2.89563 0.121
H -5.92213 -1.62439 4.04111 0.087
H -2.69465 -3.28141 2.28834 0.105
C 0.23087 -0.01976 -0.75772 -0.249
C -0.19765 -1.50012 -0.61290 -0.203
O 0.98170 -2.33370 -0.61388 -0.085
O 0.60828 0.51538 0.48334 -0.082
H -0.59417 0.50982 -1.25136 0.108
H 1.04911 -0.00121 -1.47725 0.120
H -0.72790 -1.90389 -1.48070 0.115
H -0.85417 -1.55751 0.25972 0.095
H 1.59425 -1.85981 -0.02867 0.086
H -0.21902 0.71097 0.96607 0.051
C 0.40193 3.40929 -3.04089 -0.241
C -0.54666 4.53122 -3.36212 -0.251
O -0.03361 5.44364 -4.34282 -0.065
O 1.62568 3.95802 -2.60729 -0.047
H 0.44295 2.72164 -3.89071 0.126
H -0.07582 2.85382 -2.23096 0.106
H -0.88647 5.07787 -2.47037 0.114
H -1.54556 4.26275 -3.73649 0.120
H -0.77419 5.80590 -4.82932 0.078
H 2.09698 4.30123 -3.37369 0.099
C 4.35244 -4.87540 -0.83883 -0.222
C 2.94843 -5.33036 -0.57686 -0.259
O 2.80978 -5.61386 0.80500 -0.050
O 5.22588 -6.02023 -0.68804 -0.078
H 4.70046 -4.14049 -0.10815 0.120
H 4.50824 -4.45409 -1.83481 0.116
H 2.67129 -6.18998 -1.19197 0.110
H 2.26664 -4.52463 -0.87213 0.091
H 1.92203 -5.94299 0.96684 0.082
H 6.07227 -5.71155 -0.36020 0.072
C -1.17023 0.60618 3.42681 -0.225
C -0.49916 -0.45282 4.28856 -0.220
O -1.46133 -1.17428 5.07813 -0.072
O -1.54860 0.12213 2.15288 -0.098
H -0.50352 1.47043 3.34173 0.110
H -2.00613 0.96331 4.04431 0.121
H 0.10262 0.02840 5.06618 0.118
H 0.19419 -1.12404 3.77812 0.130
H -1.69548 -1.99225 4.62894 0.068
H -1.78400 -0.82009 2.27875 0.047
```

(2)
Here is C17H20N6O in the gas phase from the OMol25 dataset. Energies are from ωB97M-V/def2-TZVPD.

The total charge is 0. The max |F| comes out at 2.610 eV Å⁻¹. The energy above the lowest of the compared OMol25 structures with the same formula, charge and spin comes out at 0.0 kJ/mol. The calculation puts the LUMO energy at 0.014 hartree. As for the HOMO-LUMO gap: 8.566 eV.

The geometry in XYZ format:
```
44
Properties=species:S:1:pos:R:3:lowdin_charge:R:1
O -2.59184 2.41427 -3.43463 0.025
N 0.32149 -0.14815 2.33731 0.162
N -0.64430 1.46972 -3.02488 0.190
C -1.82375 1.99943 -2.58020 -0.526
C 0.14843 -1.10325 1.45317 -0.350
C 0.18415 1.09444 -2.11399 -0.323
C -2.19663 2.13188 -1.19760 0.003
C -1.33583 1.67108 -0.25396 -0.026
C -2.48364 0.80509 4.53643 -0.106
C -3.42915 -0.08689 4.05750 -0.108
C -1.17177 0.79888 4.07654 -0.015
C -3.09515 -0.98629 3.06246 -0.038
C -0.87139 -0.07737 3.02088 -0.263
C -1.82457 -0.97657 2.52154 -0.191
N -0.11953 1.17299 -0.77799 0.117
N -1.12676 -1.61407 1.49344 0.175
N 1.13758 -1.47320 0.52071 -0.059
N 1.43672 0.58846 -2.56246 -0.061
C 1.83518 0.94616 -3.95408 -0.047
C 0.68510 -1.99315 -0.79501 -0.159
C 2.52512 -1.00164 0.64739 -0.138
C 1.73679 -1.79433 -1.87043 -0.123
C 2.73528 0.11230 -0.38518 -0.109
C 2.35000 -0.37337 -1.82346 -0.232
H -3.16658 2.56056 -1.00937 0.113
H -1.57001 1.80539 0.79789 0.122
H -2.79916 1.56606 5.25481 0.104
H -4.43489 -0.14343 4.45525 0.102
H -0.42417 1.50027 4.43228 0.109
H -3.84079 -1.66401 2.66921 0.106
H 0.47648 0.62713 -0.18946 0.070
H -1.52721 -2.29038 0.85203 0.158
H 1.46083 1.91302 -4.25327 0.076
H 1.41193 0.17843 -4.61648 0.086
H 2.93582 0.95619 -4.07732 0.087
H -0.25452 -1.51519 -1.10856 0.115
H 0.42454 -3.05446 -0.72431 0.117
H 3.19899 -1.84537 0.43567 0.125
H 2.71272 -0.62796 1.64790 0.116
H 1.25074 -1.98683 -2.82988 0.125
H 2.54103 -2.52255 -1.76568 0.115
H 3.79527 0.41388 -0.40712 0.120
H 2.15797 0.98214 -0.08095 0.101
H 3.26947 -0.42930 -2.43615 0.135
```

no.,E (Ha)
1,-2072.308514
2,-1063.588436